[1]
{
  "formula": "C51H80B2F23N2O15S",
  "method": "wB97M-V/def2-TZVPD",
  "gap_ev": 6.86,
  "energy_ha": -5974.4203,
  "largest_force_ev_per_a": 1.46,
  "total_charge": -1,
  "e_above_lowest_ev": 0.574,
  "lumo_ha": 0.0603,
  "elements": ["C", "B", "O", "C", "S", "O", "O", "C", "F", "F", "C", "F", "F", "F", "O", "B", "C", "C", "C", "F", "F", "C", "F", "F", "C", "F", "F", "C", "F", "F", "C", "F", "F", "C", "F", "F", "C", "F", "F", "C", "F", "F", "F", "C", "C", "C", "N", "O", "C", "F", "C", "C", "C", "N", "H", "H", "H", "H", "H", "H", "H", "H", "H", "H", "H", "H", "H", "H", "H", "H", "H", "H", "H", "H", "C", "C", "O", "C", "H", "H", "H", "H", "H", "H", "C", "C", "O", "C", "H", "H", "H", "H", "H", "H", "C", "C", "O", "C", "H", "H", "H", "H", "H", "H", "C", "C", "O", "C", "H", "H", "H", "H", "H", "H", "C", "C", "O", "C", "H", "H", "H", "H", "H", "H", "C", "C", "O", "C", "H", "H", "H", "H", "H", "H", "C", "C", "O", "C", "H", "H", "H", "H", "H", "H", "C", "C", "O", "C", "H", "H", "H", "H", "H", "H", "C", "C", "O", "C", "H", "H", "H", "H", "H", "H", "C", "C", "O", "C", "H", "H", "H", "H", "H", "H"],
  "xyz": [[1.58301, -1.04340, -1.66464], [0.11919, -0.71030, -1.16804], [-0.28756, -1.12037, 0.04546], [-0.94687, 0.11554, -2.04963], [-0.37099, 1.91073, -1.95774], [-1.45848, 2.83405, -2.09644], [0.46246, 2.00810, -0.77948], [0.75264, 2.37798, -3.39362], [0.86978, 1.38732, -4.29261], [0.19557, 3.46704, -3.99479], [2.14534, 2.84400, -2.94519], [2.86863, 3.15962, -4.04839], [2.02898, 3.97148, -2.19249], [2.82762, 1.90112, -2.26537], [-2.16008, 0.25471, -1.47309], [-3.13107, -0.76581, -2.06001], [-4.52962, -0.01170, -2.42227], [-5.04843, -0.19712, -3.83697], [-5.66052, -1.50461, -4.22209], [-6.02980, -1.46702, -5.54603], [-4.76832, -2.52530, -4.08671], [-6.93506, -1.98932, -3.48750], [-6.76436, -1.99810, -2.13467], [-7.16107, -3.27609, -3.90083], [-8.29942, -1.30249, -3.80380], [-8.60112, -1.44027, -5.12413], [-9.21687, -2.00611, -3.08199], [-8.47951, 0.19600, -3.36891], [-7.51422, 0.54383, -2.47224], [-9.69113, 0.32498, -2.75776], [-8.51781, 1.20273, -4.54552], [-9.70787, 1.01218, -5.17856], [-7.52100, 0.96741, -5.44038], [-8.45612, 2.70062, -4.08588], [-9.37918, 3.39750, -4.79177], [-8.77114, 2.80193, -2.78577], [-7.08920, 3.40524, -4.34289], [-6.06190, 2.56620, -4.14544], [-6.99732, 4.41603, -3.44226], [-6.96865, 4.06784, -5.74461], [-7.62380, 5.26205, -5.75968], [-5.64926, 4.26626, -5.99752], [-7.49269, 3.27293, -6.70438], [-3.33426, -2.03407, -1.02830], [-3.94210, -1.65512, 0.27343], [-5.34411, -2.11955, 0.53984], [-3.35309, -0.96667, 1.18411], [-2.35032, -1.21595, -3.26680], [-1.26448, -0.44218, -3.48668], [-1.64169, 0.66339, -4.26220], [-0.25099, -1.29172, -4.23537], [-0.50672, -1.44517, -5.71782], [0.67569, -1.76900, -6.57127], [-1.66168, -1.41050, -6.24741], [1.56108, -2.04988, -2.06993], [2.26818, -1.05067, -0.83432], [1.93997, -0.41838, -2.46430], [0.03304, -2.00062, 0.27654], [-4.29422, 1.04049, -2.34463], [-5.28242, -0.19125, -1.67398], [-4.23744, -0.04788, -4.52803], [-5.78350, 0.55721, -4.06969], [-4.01729, -2.71634, -1.52337], [-2.41815, -2.58545, -0.88993], [-6.06565, -1.41943, 0.16383], [-5.45429, -2.24023, 1.59932], [-5.48298, -3.08390, 0.07536], [-2.41905, -0.72279, 0.86359], [0.75388, -0.92925, -4.11407], [-0.27750, -2.27468, -3.80052], [1.27842, -2.50992, -6.06395], [1.34951, -0.94909, -6.78203], [0.33278, -2.21320, -7.48545], [-2.36374, -1.21928, -5.53445], [1.22102, 7.91280, -4.70771], [2.18622, 8.15939, -3.57289], [2.80098, 9.19486, -3.47665], [2.33813, 7.04163, -2.57298], [1.19624, 8.78163, -5.36006], [1.53182, 7.03774, -5.28012], [0.22126, 7.72514, -4.31452], [2.69231, 6.14326, -3.07437], [1.37762, 6.82131, -2.10597], [3.05290, 7.33261, -1.80731], [-2.26461, -5.42831, 1.39725], [-0.93188, -4.72928, 1.48597], [-0.80546, -3.60024, 1.07737], [0.20768, -5.49120, 2.11214], [-2.98995, -4.76490, 0.93237], [-2.16875, -6.33691, 0.80078], [-2.60971, -5.70240, 2.39536], [0.39641, -6.41022, 1.55455], [-0.03457, -5.75004, 3.14353], [1.10396, -4.87443, 2.10307], [7.61355, 1.97114, -0.92451], [7.36979, 1.98051, -2.41273], [7.44656, 0.97512, -3.07725], [7.02446, 3.31745, -3.02532], [7.85371, 0.96348, -0.60336], [8.44151, 2.63772, -0.67692], [6.72151, 2.31413, -0.39824], [7.83515, 4.02721, -2.85346], [6.11634, 3.71323, -2.56955], [6.87020, 3.20307, -4.09570], [2.87780, -4.43957, 6.26704], [1.51838, -4.90688, 5.82042], [1.38694, -5.94377, 5.21584], [0.34372, -4.00885, 6.12660], [3.62139, -5.17466, 5.97472], [3.11453, -3.48732, 5.79044], [2.90769, -4.30924, 7.35043], [0.48925, -3.03196, 5.66331], [0.24970, -3.87110, 7.20498], [-0.56972, -4.45315, 5.74061], [5.41490, 0.34805, -5.61708], [4.41391, 0.70906, -6.68604], [3.29918, 0.24438, -6.72202], [4.87344, 1.70269, -7.72758], [4.97423, -0.36235, -4.92216], [6.30872, -0.09220, -6.06162], [5.70982, 1.23839, -5.07091], [5.74288, 1.31185, -8.25867], [5.15254, 2.64113, -7.24922], [4.06946, 1.88487, -8.43601], [7.49608, -5.77436, 7.25084], [6.87978, -4.43260, 6.92799], [6.13964, -4.28902, 5.98449], [7.21438, -3.27759, 7.83525], [7.16890, -6.51291, 6.52358], [8.58407, -5.70047, 7.22629], [7.19398, -6.09298, 8.24935], [8.29189, -3.09888, 7.83629], [6.89442, -3.49406, 8.85505], [6.70123, -2.39197, 7.49106], [4.91812, 1.43948, 8.46315], [4.45555, 0.01450, 8.31301], [5.19620, -0.92655, 8.48403], [3.01122, -0.18033, 7.92535], [5.96936, 1.45527, 8.74312], [4.77980, 1.97197, 7.52576], [4.33072, 1.93929, 9.23073], [2.81288, 0.30737, 6.97041], [2.35914, 0.26565, 8.67736], [2.79592, -1.24284, 7.84252], [5.49632, -4.47197, 0.65116], [4.24506, -4.25284, 1.46833], [3.35604, -3.53653, 1.08022], [4.16374, -4.97690, 2.78858], [5.43221, -3.90232, -0.27185], [6.37206, -4.15124, 1.21711], [5.60719, -5.53113, 0.41395], [4.98457, -4.66999, 3.44047], [4.21913, -6.05490, 2.62931], [3.21919, -4.74105, 3.27165], [-6.96169, 2.22808, 3.22294], [-7.40470, 0.99157, 2.47301], [-6.68362, 0.03842, 2.35174], [-8.79549, 1.02126, 1.87388], [-5.95081, 2.07822, 3.59135], [-6.97792, 3.09478, 2.56040], [-7.63267, 2.41980, 4.06277], [-8.88043, 1.84349, 1.16141], [-9.54057, 1.16419, 2.65868], [-8.98728, 0.08230, 1.36138], [2.68860, 4.89712, 9.26757], [2.61478, 4.68184, 7.77350], [2.89624, 3.62563, 7.26282], [2.16510, 5.86140, 6.94661], [3.01799, 3.98581, 9.75754], [3.38962, 5.70116, 9.49487], [1.70706, 5.17562, 9.65272], [2.84620, 6.70153, 7.08991], [1.16478, 6.17194, 7.25101], [2.15065, 5.58473, 5.89649]],
  "forces_ev_per_angstrom": [[-0.742, -0.267, -0.094], [0.795, 0.393, -0.101], [-0.638, -0.213, -0.369], [0.336, 0.221, -0.261], [-0.515, 0.218, 0.303], [0.086, -0.186, -0.108], [0.205, -0.180, -0.152], [-0.494, 0.562, -0.264], [0.320, 0.293, 0.220], [0.330, -0.632, -0.003], [0.527, 0.257, 0.338], [-0.094, -0.044, 0.520], [0.322, -1.119, -0.535], [-0.399, 0.822, -0.497], [-0.604, -0.246, 0.360], [0.001, -0.113, 0.525], [0.657, -0.105, -0.084], [-0.435, 0.050, 0.287], [0.270, -0.334, 0.101], [0.184, -0.075, 0.016], [-0.226, 0.140, -0.062], [-0.089, -0.576, 0.101], [-0.193, -0.116, -0.987], [0.142, 0.373, 0.360], [-0.356, -0.177, 0.175], [0.021, 0.047, 0.878], [0.283, 0.192, -0.451], [-0.112, 0.145, 0.548], [-0.666, -0.200, -0.607], [0.627, -0.088, -0.134], [-0.222, -0.170, -0.688], [0.637, 0.119, 0.208], [-0.712, 0.021, 0.459], [-0.096, 0.119, -0.354], [0.012, -0.074, 0.244], [0.060, 0.051, -0.170], [0.123, 0.469, 0.606], [-0.306, 0.552, 0.028], [0.081, -0.298, -0.206], [0.310, 0.289, -0.600], [0.811, -1.204, -0.157], [-1.451, 0.030, 0.030], [0.530, 0.777, 0.543], [-0.383, 0.333, -0.801], [0.635, 0.633, 0.856], [0.683, -0.402, 0.154], [-0.423, -0.482, -0.364], [-0.266, -0.004, -0.055], [-0.309, -0.742, 0.576], [0.047, 0.503, -0.328], [0.372, 0.766, -0.400], [-0.889, 0.046, -0.184], [0.110, -0.308, 0.246], [0.313, -0.015, -0.052], [0.098, -0.424, -0.107], [0.358, 0.091, 0.321], [0.263, 0.344, -0.204], [0.227, 0.030, 0.620], [0.067, 0.514, 0.027], [-0.385, -0.149, 0.242], [0.419, -0.008, -0.442], [-0.043, -0.087, -0.120], [-0.164, -0.292, -0.291], [0.591, -0.046, 0.205], [-0.430, 0.286, -0.137], [-0.312, 0.196, 0.576], [-0.291, -0.318, -0.310], [0.125, 0.045, -0.097], [0.387, 0.214, 0.055], [-0.043, -0.518, 0.297], [0.315, -0.327, 0.258], [-0.100, 0.395, 0.085], [-0.201, -0.059, -0.562], [-0.067, -0.034, -0.001], [0.069, 0.173, -0.038], [-0.127, -0.170, -0.006], [0.100, 0.152, 0.007], [0.145, 0.263, 0.061], [0.001, 0.024, -0.015], [-0.070, -0.076, 0.048], [-0.003, -0.112, -0.004], [-0.106, -0.088, -0.018], [-0.021, -0.133, -0.072], [0.012, 0.013, 0.019], [-0.072, 0.123, -0.080], [-0.121, -0.087, 0.045], [0.222, 0.012, -0.085], [0.088, 0.240, -0.059], [-0.005, 0.031, 0.002], [0.003, -0.079, 0.069], [0.023, -0.092, 0.005], [-0.059, -0.071, 0.071], [-0.007, -0.138, -0.017], [0.013, 0.020, -0.045], [0.007, -0.121, -0.031], [-0.028, 0.095, 0.047], [0.049, -0.020, -0.045], [-0.002, -0.128, -0.151], [0.014, -0.086, 0.032], [-0.062, 0.076, 0.028], [0.028, 0.083, 0.012], [-0.039, 0.046, 0.071], [0.011, 0.062, 0.055], [0.000, 0.007, -0.004], [0.018, -0.165, -0.040], [0.048, 0.269, 0.040], [-0.140, -0.275, -0.087], [-0.043, -0.172, -0.064], [0.072, 0.025, -0.004], [0.039, 0.076, 0.105], [-0.030, 0.139, -0.005], [0.032, 0.044, 0.060], [0.041, 0.092, 0.011], [-0.027, -0.006, -0.011], [-0.337, -0.221, -0.052], [0.016, 0.030, -0.049], [0.126, -0.010, 0.084], [-0.138, -0.043, -0.090], [-0.008, -0.003, 0.014], [0.052, 0.101, -0.002], [0.153, 0.099, 0.052], [0.074, 0.054, 0.046], [0.107, 0.035, 0.021], [-0.016, 0.001, -0.002], [-0.097, -0.013, -0.146], [0.058, 0.069, 0.170], [-0.082, -0.097, -0.238], [0.069, -0.098, -0.149], [-0.012, -0.008, -0.018], [0.024, 0.007, 0.098], [0.077, 0.028, 0.054], [0.017, -0.086, 0.097], [0.078, -0.011, 0.051], [-0.079, 0.141, 0.003], [0.381, -0.230, 0.078], [-0.182, 0.064, -0.075], [0.060, -0.007, 0.088], [0.061, -0.184, 0.003], [0.010, -0.034, 0.016], [-0.143, 0.118, 0.003], [-0.114, 0.101, -0.059], [-0.049, 0.103, 0.037], [-0.029, 0.097, -0.052], [0.000, -0.023, -0.001], [-0.065, 0.102, -0.110], [0.106, -0.128, 0.068], [-0.150, 0.115, -0.061], [-0.141, 0.147, 0.017], [-0.001, 0.025, -0.023], [0.035, -0.081, 0.031], [0.062, -0.029, 0.070], [0.051, -0.115, 0.002], [0.107, -0.020, 0.048], [-0.017, -0.030, 0.018], [0.096, -0.078, 0.027], [-0.091, 0.234, -0.045], [-0.035, -0.197, 0.095], [0.068, -0.121, -0.032], [0.033, -0.011, -0.004], [-0.075, 0.033, 0.020], [-0.051, 0.067, -0.043], [-0.036, 0.057, 0.049], [-0.015, 0.091, -0.011], [0.004, -0.026, -0.017], [0.040, -0.168, -0.039], [-0.096, 0.217, -0.042], [0.025, -0.141, 0.042], [0.040, -0.113, -0.103], [0.016, -0.048, 0.017], [-0.058, 0.074, 0.011], [0.006, 0.096, 0.004], [-0.050, 0.054, 0.066], [0.019, 0.073, 0.053], [-0.006, -0.012, -0.029]],
  "mulliken_charge": [-0.997, 1.126, -0.765, 0.676, 1.485, -0.756, -0.748, 0.362, -0.129, -0.306, 0.463, -0.264, -0.253, -0.181, -0.465, -0.175, -0.958, 0.017, 1.253, -0.351, -0.288, 0.501, -0.109, -0.388, 0.295, -0.269, -0.350, 0.789, -0.282, -0.364, 0.561, -0.370, -0.264, 0.546, -0.319, -0.283, 0.583, -0.160, -0.326, 0.558, -0.249, -0.230, -0.232, 0.097, 0.705, -1.309, -1.082, -0.383, 0.313, -0.446, -0.646, 0.524, -1.202, -1.002, 0.389, 0.358, -0.066, 0.175, 0.484, 0.345, 1.041, -1.017, 0.266, 0.043, -0.050, 0.558, 0.408, 0.284, -0.125, 0.777, 0.377, 0.150, 0.422, 0.438, -1.062, 0.777, -0.575, -0.712, 0.316, 0.286, 0.313, 0.023, 0.322, 0.311, -0.991, 0.844, -0.493, -0.998, 0.045, 0.351, 0.352, 0.422, 0.285, -0.030, -1.150, 0.892, -0.532, -1.008, 0.302, 0.341, 0.321, 0.397, 0.259, 0.199, -1.201, 0.874, -0.557, -1.286, 0.290, 0.317, 0.551, 0.324, 0.377, 0.343, -0.618, 0.743, -0.518, -1.242, 0.242, 0.441, -0.119, 0.379, 0.313, 0.309, -1.203, 0.873, -0.503, -1.030, 0.308, 0.346, 0.323, 0.386, 0.311, 0.198, -0.881, 0.764, -0.549, -0.925, 0.328, 0.315, 0.117, 0.327, 0.344, 0.149, -1.223, 0.766, -0.449, -0.510, 0.301, 0.327, 0.332, 0.248, 0.364, -0.131, -1.189, 0.845, -0.474, -1.099, 0.304, 0.333, 0.351, 0.271, 0.406, 0.251, -1.020, 0.835, -0.492, -1.152, 0.195, 0.318, 0.342, 0.334, 0.337, 0.303]
}

[2]
{
  "formula": "C4H10N2",
  "method": "wB97M-V/def2-TZVPD",
  "gap_ev": 9.82,
  "energy_ha": -267.7921,
  "largest_force_ev_per_a": 4.00,
  "e_above_lowest_ev": 3.626,
  "smiles": "CN1NC1(C)C",
  "lumo_ha": 0.0392,
  "elements": ["C", "N", "N", "C", "C", "C", "H", "H", "H", "H", "H", "H", "H", "H", "H", "H"],
  "xyz": [[-2.16385, -0.07427, -0.25996], [-0.77133, 0.85817, 0.07731], [0.04584, 1.05297, -1.09749], [0.48224, 0.15401, 0.00725], [0.50699, -1.31094, -0.24967], [1.53926, 0.64510, 0.97378], [-1.81730, -1.10831, -0.21705], [-2.97812, 0.44219, 0.36702], [-2.35689, 0.08525, -1.28887], [0.77304, 1.83622, -1.10098], [-0.39452, -1.52448, -0.92486], [0.30769, -1.89883, 0.69957], [1.35664, -1.46141, -0.88842], [1.26207, 1.60809, 1.44169], [2.56064, 0.71034, 0.62712], [1.64759, -0.01411, 1.83356]],
  "forces_ev_per_angstrom": [[2.452, 2.935, 1.159], [-2.510, -0.417, 0.593], [2.306, -1.080, -0.529], [-0.492, 0.567, -0.168], [-2.632, -0.270, -0.803], [-0.299, 0.604, 1.153], [-1.089, 0.235, 1.096], [1.416, -1.566, -0.674], [-0.269, 0.485, -1.059], [-2.131, -0.411, 0.684], [1.640, 0.014, 0.722], [1.004, 0.444, -1.180], [0.758, -1.002, 0.341], [0.033, -0.240, -0.589], [0.171, 0.101, -0.785], [-0.358, -0.399, 0.039]],
  "mulliken_charge": [-0.777, -0.364, -0.598, 1.195, -1.226, -1.497, 0.248, 0.259, 0.384, 0.301, 0.334, 0.311, 0.351, 0.404, 0.321, 0.354]
}